Formula: C42H47N4O8PY
Source: the OMol25 dataset
Level of theory: wB97M-V/def2-TZVPD

## Properties
charge: +1
energy relative to the best compared isomer or geometry (same formula, charge and spin): 52.78 kcal/mol
LUMO: -3.54 eV
strongest force on any atom: 2.10 eV Å⁻¹
frontier orbital gap: 7.089 eV
DFT total energy: -2828.7424 hartree

Each line ends with the Mulliken charge.
Element x y z (Å)
1 Y -17.06503 -14.92320 1.26291  0.719
2 C -18.53031 -16.80415 0.66670  -0.617
3 C -18.05572 -17.20495 2.03931  0.530
4 C -18.78002 -16.28156 2.90882  0.344
5 C -19.58061 -15.44141 2.05810  -1.322
6 C -19.58745 -15.86471 0.73294  0.404
7 C -20.75888 -15.50987 -0.18222  2.021
8 C -21.04878 -14.00160 -0.18726  -1.370
9 C -21.97852 -16.20187 0.43572  -1.605
10 C -20.68786 -16.04188 -1.62507  -1.755
11 C -19.16015 -16.22594 4.40014  2.533
12 C -17.94180 -16.17235 5.29839  -1.254
13 C -20.12594 -15.08627 4.78902  -1.834
14 C -20.00049 -17.47703 4.73229  -2.096
15 C -17.45362 -18.63105 2.21732  1.767
16 C -18.70383 -19.57346 2.19013  -1.519
17 C -16.55029 -19.15543 1.07592  -1.575
18 C -16.66880 -18.78052 3.50266  -1.796
19 H -18.41976 -17.50326 -0.15550  0.676
20 H -20.22617 -14.68747 2.47240  0.884
21 H -20.65070 -13.53254 0.72610  0.030
22 H -22.08590 -13.86243 -0.35103  0.592
23 H -20.53383 -13.54371 -1.04536  0.081
24 H -22.10613 -15.86126 1.46389  0.343
25 H -21.82801 -17.28287 0.47751  0.328
26 H -22.86367 -15.99555 -0.17214  0.504
27 H -19.88249 -15.56122 -2.19865  0.192
28 H -21.64455 -15.87513 -2.09847  0.498
29 H -20.53591 -17.12901 -1.62300  0.368
30 H -17.45149 -15.20080 5.32643  -0.344
31 H -17.23626 -16.93001 5.03361  -0.147
32 H -18.22734 -16.43726 6.32339  0.717
33 H -19.94912 -14.11201 4.36452  -0.192
34 H -20.09482 -14.93902 5.89147  0.381
35 H -21.17673 -15.34408 4.55429  0.429
36 H -19.43449 -18.39298 4.80560  0.348
37 H -20.77687 -17.60861 3.95872  0.379
38 H -20.47217 -17.33572 5.70852  0.490
39 H -19.18387 -19.55500 1.20029  0.286
40 H -19.43981 -19.26551 2.93202  0.270
41 H -18.39906 -20.61209 2.39636  0.464
42 H -16.84461 -18.77631 0.10007  0.255
43 H -16.65657 -20.24859 1.07486  0.543
44 H -15.49550 -18.91533 1.20384  0.238
45 H -17.34053 -18.89412 4.38597  0.125
46 H -16.04730 -17.88450 3.63498  0.071
47 H -16.07509 -19.68502 3.42166  0.659
48 O -14.89801 -16.88819 0.36496  -0.479
49 N -14.77498 -15.88855 1.31369  0.665
50 C -13.61306 -15.47082 1.58442  -1.200
51 C -13.31254 -14.15921 2.12109  0.497
52 C -12.14342 -13.67660 1.68878  -1.456
53 C -12.00385 -12.20502 1.48064  -0.225
54 C -12.91728 -11.31374 2.33649  -0.434
55 C -13.88442 -12.03091 3.19518  -0.686
56 C -14.22044 -13.28573 2.90304  0.948
57 P -15.79146 -13.83451 3.62069  2.477
58 C -15.39955 -13.93458 5.35892  0.977
59 C -14.66348 -15.05855 5.75683  -0.802
60 C -14.24417 -15.20474 7.08363  -0.764
61 C -14.60191 -14.24509 8.03552  -0.589
62 C -15.32685 -13.13613 7.63258  -0.546
63 C -15.70111 -12.95686 6.32010  -0.491
64 C -17.03239 -12.46894 3.31503  0.076
65 C -18.20693 -12.53956 4.06223  -1.169
66 C -19.37568 -11.87145 3.68618  -0.979
67 C -19.43874 -11.21995 2.46777  -0.899
68 C -18.27723 -11.05601 1.73527  -0.552
69 C -17.07891 -11.65380 2.15953  -0.341
70 H -14.03416 -17.22214 0.12093  0.351
71 H -12.74133 -15.98042 1.15222  0.399
72 H -11.39671 -14.27378 1.17846  0.520
73 H -10.97863 -11.87572 1.42386  0.600
74 H -12.43363 -10.47220 2.81794  0.594
75 H -14.49228 -11.42001 3.81380  0.608
76 H -14.42001 -15.80939 5.02437  0.264
77 H -13.70881 -16.06878 7.44035  0.440
78 H -14.30425 -14.35489 9.07217  0.417
79 H -15.56642 -12.37083 8.37118  0.424
80 H -16.20992 -12.06055 6.02160  0.374
81 H -18.25047 -13.16465 4.96498  0.589
82 H -20.25510 -11.93641 4.30037  0.511
83 H -20.35689 -10.75600 2.16404  0.475
84 H -18.25259 -10.45944 0.82024  0.553
85 H -16.17792 -11.46471 1.59297  0.549
86 O -16.58819 -8.96618 -3.97002  -0.623
87 N -15.67648 -9.14798 -3.19638  1.079
88 O -14.72417 -8.42705 -3.02696  -0.627
89 C -15.71875 -10.35703 -2.34723  -0.992
90 C -16.78589 -11.21861 -2.45102  -0.653
91 C -16.80172 -12.30289 -1.57376  -0.486
92 C -15.79017 -12.53260 -0.63223  0.926
93 O -15.73359 -13.55136 0.15259  -0.509
94 C -14.75519 -11.55611 -0.59147  -0.629
95 C -14.68235 -10.49768 -1.45057  -0.128
96 N -13.90710 -11.87219 0.50924  1.224
97 O -12.56275 -12.03369 0.12781  -0.561
98 O -13.80825 -10.72275 1.34918  -0.478
99 N -17.90152 -13.23139 -1.72484  0.761
100 O -18.14527 -14.04646 -0.82834  -0.794
101 O -18.60456 -13.19585 -2.71812  -0.613
102 H -17.57319 -11.00946 -3.16265  0.695
103 H -13.87566 -9.77864 -1.38867  0.669